[1]
{"formula": "C34H31N3O6", "method": "ωB97M-V with the def2-TZVPD basis set", "max_force_ev_per_a": 0.651, "e_above_lowest_ev": 0.000, "e_homo_ev": -8.32, "total_energy_ev": -52519.1946, "smiles": "COC(=O)CN1C(=O)[C@H]2[C@@H](/C=C/c3ccccc3)N3C(=O)CN(Cc4ccccc4)C(=O)[C@@]3(Cc3ccccc3)[C@H]2C1=O", "e_lumo_ev": 0.55, "homo_lumo_gap_ev": 8.9, "mol_weight_g_mol": 577.6, "symbols": ["C", "C", "C", "C", "H", "H", "C", "O", "C", "C", "N", "C", "H", "C", "C", "H", "H", "H", "H", "H", "C", "H", "C", "H", "H", "C", "H", "C", "C", "O", "H", "O", "H", "C", "N", "H", "C", "C", "O", "C", "O", "C", "C", "C", "H", "H", "H", "C", "H", "C", "N", "O", "C", "H", "C", "H", "C", "C", "C", "H", "C", "H", "H", "H", "C", "H", "C", "H", "C", "H", "C", "H", "H", "H"], "coordinates": [[-0.371, 2.166, -0.488], [-1.794, 1.447, -2.441], [2.600, 2.393, -1.538], [3.139, 3.179, 0.785], [3.174, 2.236, -2.452], [-2.913, -0.106, 1.855], [1.057, 0.849, 1.017], [-2.888, 1.926, -2.548], [2.514, -0.072, -1.368], [5.529, 1.788, 0.775], [0.807, 1.350, -0.206], [-3.812, 1.731, 1.212], [-4.997, -1.039, 2.762], [3.946, 3.184, 1.909], [2.963, -3.821, 1.469], [2.014, 3.308, -1.633], [2.469, -5.462, 2.748], [-2.591, 3.382, 0.539], [-4.693, -2.133, 0.391], [1.101, -2.752, -1.136], [-2.500, -0.895, -2.826], [-2.141, -1.660, -3.521], [-0.140, -0.175, -2.613], [5.026, 1.238, -1.230], [-7.092, 0.258, 2.648], [0.979, -5.150, 1.242], [-7.084, 2.512, 1.642], [-6.177, 0.670, 2.247], [-0.496, 2.125, -2.046], [0.425, 1.149, 2.006], [-0.213, 3.198, -0.150], [0.305, -1.284, -2.692], [6.464, 1.247, 0.767], [0.596, 1.156, -2.495], [2.654, -0.682, -0.182], [3.811, -2.098, -1.107], [-1.577, 1.587, 0.187], [-4.998, 2.464, 1.179], [3.070, -0.427, -2.388], [-2.602, 2.304, 0.637], [-3.927, -2.239, -1.527], [1.640, 1.182, -1.369], [-3.828, 0.461, 1.790], [-5.000, -0.060, 2.304], [-5.127, -3.567, -0.590], [1.826, -0.994, 1.689], [2.209, 3.729, 0.795], [4.723, 1.784, -0.349], [3.028, 0.302, 1.624], [2.191, -0.160, 1.079], [-1.490, 0.120, -2.676], [-2.079, -1.470, -0.518], [2.586, -3.055, 0.375], [3.886, -3.601, 1.987], [-6.171, 1.935, 1.684], [0.355, -5.964, 1.580], [5.139, 2.482, 1.909], [3.516, 2.475, -0.352], [-4.330, -2.880, -0.318], [-0.326, -4.601, -0.365], [-2.791, -1.557, -1.480], [-0.435, 3.124, -2.476], [-1.586, 0.510, 0.245], [4.285, -1.745, 0.576], [0.597, -4.385, 0.152], [5.767, 2.481, 2.788], [1.397, -3.345, -0.284], [-3.488, -3.415, 0.125], [3.436, -1.904, -0.098], [-4.998, 3.450, 0.737], [2.165, -4.869, 1.897], [-3.412, -0.433, -3.211], [1.041, 1.387, -3.464], [3.639, 3.732, 2.787]], "mulliken_charge": [0.23, -0.47, -0.87, -0.14, 0.53, 0.52, 0.48, -0.63, -1.05, -0.69, 0.69, 0.69, 0.46, -0.72, -0.45, 0.67, 0.38, 0.40, 0.14, 0.56, -1.16, 0.37, -0.09, 0.45, 0.39, -0.47, 0.38, -0.48, 0.42, -0.66, 0.50, -0.63, 0.42, -0.28, 0.82, 0.42, -0.91, -0.70, -0.70, -0.43, -0.40, 0.90, -0.25, -0.53, 0.28, 0.57, 0.31, -0.36, -0.05, -0.64, 0.33, -0.43, 0.31, 0.36, -0.55, 0.39, -0.53, 0.25, -0.52, 0.45, 0.81, 0.69, -0.10, 0.42, -0.70, 0.40, 0.02, 0.25, -1.33, 0.38, -0.64, 0.45, 0.66, 0.41]}

***

[2]
{"formula": "C62H52Br2N7OPPtSi", "method": "ωB97M-V with the def2-TZVPD basis set", "max_force_ev_per_a": 3.846, "charge": 2, "e_homo_ev": [-11.56, -11.56], "total_energy_ev": -238100.7625, "e_lumo_ev": [-6.73, -6.73], "homo_lumo_gap_ev": [4.8, 4.8], "mol_weight_g_mol": 1325.1, "symbols": ["H", "C", "C", "H", "C", "C", "H", "N", "C", "C", "C", "H", "C", "Br", "C", "H", "C", "C", "C", "H", "H", "Pt", "H", "H", "C", "O", "C", "H", "C", "C", "C", "C", "H", "C", "H", "C", "H", "H", "C", "N", "C", "H", "H", "N", "H", "H", "C", "H", "C", "C", "C", "H", "H", "H", "H", "C", "Si", "H", "C", "H", "H", "H", "C", "H", "C", "H", "C", "Br", "H", "C", "H", "H", "C", "H", "C", "H", "N", "C", "C", "C", "C", "C", "C", "C", "H", "H", "H", "C", "C", "C", "C", "C", "H", "H", "H", "H", "C", "C", "H", "C", "C", "H", "C", "C", "H", "C", "C", "C", "C", "N", "C", "N", "C", "C", "C", "H", "H", "H", "H", "C", "C", "H", "H", "N", "P", "H", "H"], "coordinates": [[-7.819, 1.050, 3.075], [-1.488, -1.893, 2.520], [-0.472, 0.314, -3.438], [1.373, 7.628, -5.497], [-3.508, -2.500, 3.755], [-5.811, 1.250, 2.371], [-0.919, -0.004, -2.505], [-1.773, 0.740, 0.453], [3.971, -0.450, 1.366], [2.159, 5.449, -3.035], [-7.328, 3.094, 2.653], [-0.312, -0.563, -6.702], [3.587, -3.628, -2.881], [-3.859, -4.231, 0.030], [0.658, 2.586, -0.106], [6.581, -3.712, 3.289], [0.278, 1.493, -3.477], [4.661, -3.389, -1.992], [5.346, -2.242, 2.351], [5.354, -2.308, -0.292], [-8.304, 3.469, 2.930], [0.022, -0.221, 0.063], [-0.149, -6.455, 1.225], [1.178, -0.212, 3.367], [-0.106, -2.270, -0.129], [-1.280, -2.848, 0.254], [-5.094, 3.497, 1.871], [-5.578, 1.569, -0.371], [-3.966, 0.152, -0.542], [0.814, 3.601, -2.051], [-3.502, 1.642, 1.519], [1.201, 5.023, -0.002], [-4.334, 4.181, 1.513], [2.361, -3.122, -2.631], [-3.907, -2.386, -2.790], [2.047, -2.313, -1.428], [-1.467, 2.644, 3.896], [-0.380, -4.811, 1.804], [-5.518, -0.992, -2.569], [0.400, 1.678, -1.019], [-3.134, 0.782, 0.489], [-1.920, 4.013, 2.867], [2.774, -6.282, 0.783], [1.960, -0.257, 0.438], [-0.713, 6.303, -5.464], [-2.520, -1.353, -1.052], [-1.729, -1.113, 4.806], [2.274, 5.205, 0.065], [4.495, -2.567, -0.894], [-0.045, 5.002, -3.904], [-1.292, 1.581, 1.388], [-3.174, 3.091, 3.713], [-1.312, -5.413, 0.425], [2.699, -4.707, 1.566], [-0.014, -5.536, -2.472], [0.852, -5.861, -1.895], [1.025, -4.898, -0.280], [8.428, 0.070, 2.522], [-4.820, 2.130, 1.939], [2.973, 5.197, -2.367], [-6.935, 0.560, -2.133], [3.767, -4.207, -3.777], [-4.272, -1.517, -2.259], [0.797, 4.970, 1.008], [0.187, -0.635, 3.473], [-0.957, 4.419, -3.883], [3.263, -2.009, -0.588], [-4.578, -2.451, 5.320], [1.735, -5.786, -2.526], [-0.336, -5.428, 0.906], [-4.915, -3.710, 2.708], [1.452, 2.790, -4.724], [-3.194, -3.268, 1.508], [4.428, 1.029, 3.607], [0.482, 2.264, -2.247], [2.944, 1.993, 3.411], [0.917, 3.780, -0.694], [-7.056, 1.736, 2.731], [0.638, 1.155, -5.838], [-0.682, -0.419, -4.593], [6.371, -0.096, 1.958], [1.267, 6.803, -4.807], [-3.963, -3.200, 2.672], [-2.219, 3.019, 3.202], [-6.559, 5.032, 2.141], [0.718, -6.919, -1.661], [4.382, 2.366, 2.450], [0.984, 4.697, -3.011], [3.099, -1.014, 0.425], [-3.497, -0.942, -1.268], [-5.214, 0.688, -0.878], [3.800, 1.560, 2.896], [5.631, -3.819, -2.203], [6.322, 0.916, 1.575], [-6.126, -1.439, -3.344], [0.742, 5.852, -0.535], [-5.978, 0.122, -1.882], [2.081, 0.733, 1.310], [1.085, 1.474, -6.770], [-2.266, -1.830, 3.715], [0.905, -2.992, -0.630], [1.642, -1.348, -1.788], [0.096, 6.057, -4.789], [7.560, -0.574, 2.482], [-0.037, -0.037, 5.537], [2.670, -5.211, 0.598], [5.252, -0.928, 1.879], [-0.492, -0.541, 4.696], [-0.135, 0.003, -5.797], [-2.341, 2.110, 2.075], [-6.348, 3.975, 2.217], [-0.294, -1.262, 2.423], [2.303, 6.489, -3.939], [6.528, -2.705, 2.899], [0.842, 1.899, -4.688], [3.224, 7.054, -3.967], [8.570, -2.245, 3.370], [4.473, -2.882, 2.308], [-1.289, -1.315, -4.560], [-1.958, -2.654, 1.412], [7.641, -1.875, 2.958], [-5.592, 0.191, 2.429], [1.539, -3.291, -3.313], [3.313, 0.645, 1.879], [0.421, 2.210, 1.653], [3.537, -4.896, 0.024], [-2.301, -1.040, 5.720]], "mulliken_charge": [0.46, -0.51, 0.21, 0.43, 0.07, 0.27, 0.18, 0.34, 0.54, -0.14, -0.55, 0.44, -0.83, -0.14, -0.68, 0.45, 0.71, -0.71, 0.02, 0.42, 0.43, 2.20, 0.56, 0.41, -0.63, -0.34, -0.03, 0.56, 1.20, 0.40, 0.55, -0.98, 0.45, -0.97, 0.65, 1.08, 0.40, 0.27, -0.77, 0.48, -0.28, 0.30, 0.52, 0.11, 0.44, -0.23, -1.00, 0.34, -0.88, 0.00, -0.19, 0.46, 0.05, 0.20, 0.34, -1.14, -0.08, 0.43, -0.72, 0.43, 0.46, 0.51, -0.83, 0.40, 0.00, 0.48, 0.95, -0.19, 0.33, -0.90, 0.55, 0.58, 0.60, 0.42, -0.97, 0.39, 0.64, -0.79, -0.90, -0.56, -0.28, -0.40, -0.04, -1.05, 0.44, 0.46, 0.37, -0.61, -0.52, -0.44, -0.96, -1.08, 0.50, 0.48, 0.46, 0.37, -0.84, -0.79, 0.45, 1.29, 1.11, -0.27, -0.80, -0.84, 0.54, -1.02, -0.15, -1.53, -0.73, 0.75, -0.88, 0.34, -0.86, -0.85, -0.46, 0.41, 0.43, 0.51, 0.54, -0.71, -0.44, 0.55, 0.67, 0.36, -0.43, 0.31, 0.41]}